{
  "formula": "C3H4N2O2S",
  "method": "ωB97M-V/def2-TZVPD",
  "species": ["S", "O", "O", "N", "N", "C", "C", "C", "H", "H", "H", "H"],
  "xyz": [[-3.546, -0.015, 0.033], [-0.965, -1.224, -0.136], [-1.057, 0.987, -0.117], [1.302, -1.553, 0.113], [1.116, 1.718, 0.022], [0.331, -0.619, -0.228], [0.275, 0.665, -0.094], [-1.837, -0.195, -0.141], [0.755, 2.395, -0.596], [0.876, -2.253, 0.868], [1.775, -2.177, -0.617], [0.975, 2.272, 0.894]],
  "homo_energy_ev": -8.662,
  "total_energy_ev": -21084.1345,
  "gap_ev": 9.09,
  "smiles": "Nc1oc(=S)oc1N",
  "relative_energy_kcal_mol": 62.2
}

---

{
  "formula": "C24H32F5NO4SSb2Tl",
  "method": "ωB97M-V/def2-TZVPD",
  "species": ["Tl", "Sb", "Sb", "S", "F", "F", "F", "F", "F", "O", "O", "O", "O", "N", "C", "C", "C", "C", "C", "C", "C", "C", "C", "C", "C", "C", "C", "C", "C", "C", "C", "C", "C", "C", "C", "C", "C", "C", "H", "H", "H", "H", "H", "H", "H", "H", "H", "H", "H", "H", "H", "H", "H", "H", "H", "H", "H", "H", "H", "H", "H", "H", "H", "H", "H", "H", "H", "H", "H", "H"],
  "xyz": [[-2.441, 0.162, 0.482], [-1.604, -2.643, -1.479], [2.595, 0.151, -0.180], [2.585, 4.691, 3.357], [-1.062, 2.369, -3.292], [-2.607, 0.972, -2.698], [-1.908, 3.182, -0.932], [-0.507, 0.420, -2.536], [-0.024, 2.097, -0.609], [3.822, 4.382, 4.004], [1.902, 0.314, 2.862], [0.940, 0.322, 0.832], [2.451, 5.737, 2.391], [2.177, 3.285, 2.585], [1.345, 4.933, 4.580], [1.421, -5.022, -1.055], [-1.385, 1.921, -0.930], [3.087, 1.980, -1.076], [-2.629, -2.307, -3.324], [0.135, 1.879, 2.479], [2.263, -1.370, -1.604], [-0.630, 5.267, 6.508], [0.209, -3.348, -2.445], [-1.386, 1.451, -2.385], [-0.630, 6.038, 5.350], [0.382, 4.321, 6.682], [1.045, 0.737, 2.138], [3.395, -4.513, 0.205], [2.274, -2.783, -1.070], [-1.673, 5.470, 7.571], [4.203, -0.135, 1.135], [1.316, -3.704, -1.507], [0.352, 5.880, 4.382], [3.310, -3.207, -0.239], [1.369, 4.149, 5.731], [-2.397, -4.595, -1.139], [2.433, -5.427, -0.205], [0.847, 3.150, 1.997], [5.086, -0.282, 0.512], [4.087, -2.509, 0.049], [0.689, -5.745, -1.395], [0.932, 3.104, 0.908], [-2.166, -1.483, -3.862], [-2.001, 4.517, 7.987], [-3.449, -4.525, -0.867], [0.226, 4.019, 2.217], [2.482, -6.456, 0.123], [4.296, 0.783, 1.713], [3.030, 2.759, -0.317], [-0.019, 1.887, 3.557], [-0.133, -4.243, -2.966], [0.367, 6.494, 3.492], [-2.584, -3.214, -3.925], [1.333, -1.085, -2.091], [3.082, -1.182, -2.307], [-2.542, 5.996, 7.180], [-2.300, -5.172, -2.058], [-0.818, 1.819, 1.955], [4.122, 1.847, -1.395], [4.208, -4.818, 0.849], [0.401, 3.724, 7.586], [-1.403, 6.783, 5.207], [-1.267, 6.062, 8.392], [2.477, 2.494, 3.146], [4.026, -0.980, 1.791], [2.439, 2.206, -1.916], [0.497, -2.621, -3.205], [2.169, 3.436, 5.884], [-3.671, -2.055, -3.132], [-1.859, -5.091, -0.332]],
  "homo_energy_ev": -10.730,
  "charge": 1,
  "total_energy_ev": -77270.6046,
  "gap_ev": 7.60,
  "relative_energy_kcal_mol": 15.0
}

---

{
  "formula": "C24H31B2BiF4N8P",
  "method": "ωB97M-V/def2-TZVPD",
  "species": ["Bi", "P", "F", "F", "F", "F", "N", "N", "N", "N", "N", "N", "N", "N", "C", "C", "C", "C", "C", "C", "C", "C", "C", "C", "C", "C", "C", "C", "C", "C", "C", "C", "C", "C", "C", "C", "C", "C", "B", "B", "H", "H", "H", "H", "H", "H", "H", "H", "H", "H", "H", "H", "H", "H", "H", "H", "H", "H", "H", "H", "H", "H", "H", "H", "H", "H", "H", "H", "H", "H", "H"],
  "xyz": [[0.133, 0.374, 0.394], [-0.112, -3.578, -0.733], [0.429, -1.663, 1.525], [1.236, -2.913, 3.310], [-1.041, -2.586, 3.092], [0.316, -0.842, 3.728], [-1.316, 1.538, 2.875], [-0.214, 3.315, 1.510], [1.221, 1.768, 2.881], [-0.140, 3.500, 4.036], [1.585, 0.900, 1.897], [-1.429, 0.625, 1.860], [-0.588, 3.057, 5.253], [-0.086, 2.608, 0.354], [-0.549, -6.279, -0.775], [2.781, 0.357, 2.205], [-0.205, 3.459, -0.683], [0.685, 4.897, 5.532], [-0.119, 2.987, -2.098], [3.419, -0.697, 1.366], [-0.429, -7.700, 1.164], [-2.358, 1.366, 3.688], [-3.159, 0.342, 3.202], [3.201, 0.913, 3.400], [-2.938, -1.199, 1.113], [1.557, -3.434, -1.414], [2.189, 1.778, 3.794], [-0.113, 3.898, 6.150], [-0.419, 4.733, -0.183], [-0.085, -5.337, 1.420], [-0.160, -6.606, 1.973], [-0.607, -7.537, -0.207], [-1.252, -3.511, -2.133], [-0.426, 4.595, 1.196], [-0.401, 3.719, 7.606], [-2.543, -0.110, 2.053], [-0.265, -5.175, 0.046], [0.655, 4.603, 4.204], [0.216, -2.039, 3.080], [-0.135, 2.562, 2.879], [-3.972, -1.485, 1.292], [-2.316, -2.080, 1.285], [-0.394, 4.675, 8.126], [-2.257, -3.775, -1.808], [3.026, -1.674, 1.652], [-4.068, -0.034, 3.640], [-0.911, 2.269, -2.326], [-2.854, -0.882, 0.068], [-0.558, 5.641, -0.745], [1.146, 5.085, 3.373], [-0.020, -6.731, 3.038], [-0.792, -8.395, -0.840], [-1.363, 3.234, 7.751], [1.640, -2.574, -2.079], [1.738, -4.354, -1.974], [-2.454, 1.980, 4.569], [-0.692, -6.177, -1.843], [-0.512, -8.687, 1.600], [4.494, -0.706, 1.526], [0.103, -4.490, 2.061], [1.179, 5.728, 6.008], [3.237, -0.537, 0.299], [-0.580, 5.338, 1.961], [4.118, 0.704, 3.925], [-1.266, -2.515, -2.577], [2.110, 2.386, 4.683], [2.289, -3.355, -0.610], [0.849, 2.524, -2.307], [-0.231, 3.825, -2.780], [-0.905, -4.220, -2.889], [0.362, 3.087, 8.065]],
  "multiplicity": 2,
  "homo_energy_ev": [-13.855, -13.855],
  "charge": 2,
  "total_energy_ev": -64657.4028,
  "gap_ev": [7.64, 5.27],
  "relative_energy_kcal_mol": 21.5
}

---

{
  "formula": "C2H8N2O2",
  "method": "ωB97M-V/def2-TZVPD",
  "species": ["O", "O", "N", "N", "C", "C", "H", "H", "H", "H", "H", "H", "H", "H"],
  "xyz": [[-0.161, -0.703, -1.484], [-0.854, 0.956, 1.842], [1.405, -0.910, 0.025], [0.705, -0.184, -0.708], [-0.786, 2.297, 1.332], [-0.116, -2.091, -1.712], [-1.840, 2.774, 1.520], [-0.807, -2.388, -2.586], [-0.622, 2.192, 0.247], [0.095, 2.746, 1.788], [2.130, -0.376, 0.542], [0.000, 0.647, 2.208], [-0.020, -2.582, -0.807], [0.871, -2.379, -2.209]],
  "homo_energy_ev": -9.617,
  "total_energy_ev": -9274.8152,
  "gap_ev": 10.52,
  "smiles": "[H]/N=N/OC.CO",
  "relative_energy_kcal_mol": 117.5
}

---

{
  "formula": "C13H33Cl2O9PS3Si2",
  "method": "ωB97M-V/def2-TZVPD",
  "species": ["Cl", "Cl", "S", "S", "S", "P", "Si", "Si", "O", "O", "O", "O", "O", "O", "O", "O", "O", "C", "C", "C", "C", "C", "C", "C", "C", "C", "C", "C", "C", "C", "H", "H", "H", "H", "H", "H", "H", "H", "H", "H", "H", "H", "H", "H", "H", "H", "H", "H", "H", "H", "H", "H", "H", "H", "H", "H", "H", "H", "H", "H", "H", "H", "H"],
  "xyz": [[-1.805, 0.112, 4.859], [1.804, 3.025, 4.263], [5.193, -4.506, -0.157], [-1.231, 3.058, -4.587], [-1.882, -4.747, 4.110], [-1.001, -3.313, 3.094], [0.759, -2.688, 4.248], [0.923, -0.113, 2.877], [-1.854, 4.304, -4.979], [4.357, -4.949, -1.252], [6.287, -3.578, -0.349], [-1.717, 2.271, -3.474], [-3.090, 1.322, 0.448], [1.800, -1.518, 3.456], [4.236, -3.957, 1.043], [-1.104, 2.101, -5.900], [-0.076, -0.410, 1.443], [2.550, -2.567, -0.014], [5.811, -5.939, 0.690], [-3.371, 2.403, -0.515], [-0.169, 0.778, 4.185], [-0.778, 2.882, 5.832], [-3.237, 2.237, -7.050], [-0.539, 0.865, 0.849], [-1.931, 0.501, 0.012], [0.237, 2.132, 4.736], [3.718, -2.638, 0.952], [-2.242, 1.359, -6.314], [-4.602, 3.362, 0.068], [0.506, 3.351, -4.357], [2.879, -2.746, -1.042], [-4.043, 1.634, -7.478], [3.371, -2.361, 1.953], [-2.744, 2.795, -7.852], [4.966, -6.556, 1.005], [-0.837, 1.685, 1.629], [-5.217, 3.733, -0.862], [1.520, -3.923, 4.568], [6.439, -6.498, -0.006], [-3.783, 1.901, -1.511], [0.623, 4.058, -3.533], [-4.206, 4.274, 0.691], [-1.756, 0.648, -1.153], [-1.885, 0.578, -6.994], [1.803, -3.331, 0.224], [1.957, 0.859, 2.433], [-0.626, -3.870, 1.800], [-2.229, -0.623, 0.264], [-2.711, 0.856, -5.462], [-1.962, -2.271, 2.839], [-0.880, 2.175, 6.781], [0.995, 2.406, -4.113], [0.289, -2.157, 5.545], [-3.687, 2.971, -6.375], [-5.228, 2.668, 0.787], [6.400, -5.617, 1.551], [0.918, 3.777, -5.274], [4.505, -1.929, 0.675], [-0.427, 3.968, 6.089], [2.077, -1.582, 0.023], [-1.837, 2.939, 5.293], [0.201, 1.340, 0.077], [-2.437, 3.065, -0.788]],
  "homo_energy_ev": -8.548,
  "total_energy_ev": -115035.2012,
  "gap_ev": 8.22
}